{"formula": "C27H43IN4O6Re", "method": "ωB97M-V with the def2-TZVPD basis set", "elements": ["H", "O", "H", "O", "H", "H", "H", "H", "H", "C", "C", "H", "H", "O", "H", "H", "H", "N", "H", "H", "O", "H", "N", "H", "H", "H", "H", "C", "H", "C", "H", "C", "C", "H", "H", "C", "C", "H", "C", "H", "C", "O", "H", "H", "H", "I", "C", "O", "Re", "C", "H", "N", "C", "H", "C", "C", "H", "H", "C", "C", "H", "C", "H", "H", "C", "H", "H", "H", "C", "C", "H", "H", "C", "H", "C", "N", "C", "C", "C", "C", "H", "H"], "xyz": [[-1.043872, 1.817779, -3.354033], [2.758447, 1.780284, 2.755545], [3.286346, -1.361224, -1.367136], [1.471256, 0.959388, 1.103149], [1.359110, -2.053276, -3.522326], [4.903384, 1.821791, -5.272481], [-3.418006, 1.667430, -0.453066], [3.341364, 0.798822, -3.659042], [2.370888, -3.942987, 2.533389], [2.256186, 0.829248, 2.285314], [1.806149, -2.447316, 1.074774], [2.227321, -4.575316, 0.897493], [1.199886, -0.849391, -2.414932], [-2.432204, 3.824257, -1.983448], [-0.545297, -0.082141, -3.807362], [-0.189694, 0.636600, 2.920931], [4.058832, 5.692963, -3.629510], [-1.669630, 0.266178, -2.073068], [-3.014048, -2.273300, -2.156029], [-2.788842, 1.622624, -3.301695], [-1.303268, 2.512278, -0.544706], [0.066839, -1.784096, 3.686568], [0.929669, -1.832263, -2.622609], [1.837009, -4.827408, -1.224545], [2.159600, -0.614573, 3.810345], [3.330664, -0.966852, 2.568789], [3.443740, -2.546499, -2.677534], [1.792544, -3.876356, 1.612646], [0.033721, -2.850491, -0.074969], [4.369777, 2.438773, -4.563366], [3.655940, -3.061056, -1.019501], [4.569266, 3.819181, -4.549776], [-3.089741, -1.694949, -1.236486], [-1.186157, -0.734676, 0.621085], [-2.766594, 1.518349, 3.045007], [1.883894, 2.070488, -1.798487], [-1.880310, 1.585342, -2.689537], [-2.370981, -2.091022, -0.515898], [-1.950900, 2.777706, -1.755608], [-0.764570, -2.712994, -3.492116], [-2.973595, -0.192815, -1.477602], [1.588905, 0.839336, -1.773778], [-0.538658, -2.306906, 2.132860], [-4.464863, 0.368438, -0.116274], [0.267302, -4.418574, -1.898061], [5.885937, 4.676270, -5.901810], [3.895578, 4.624594, -3.635390], [1.306093, 2.815633, -0.913070], [0.093555, 1.563132, 0.111347], [2.302819, -0.629829, 2.723524], [-4.081975, -1.890401, -0.831450], [1.361340, -1.470132, 2.060371], [-0.559204, -1.942099, -2.751654], [0.724297, -1.238205, -0.299026], [0.033580, -1.513571, 2.622366], [-3.078464, 1.635910, 2.007482], [-2.092043, -0.889171, -3.803317], [-3.742378, 0.033169, -2.231718], [2.810657, 2.672759, -2.745246], [-2.797191, 0.384648, 1.180663], [2.838487, -2.179162, 0.848947], [3.081043, -2.392791, -1.658297], [-3.398809, -0.814817, 2.929193], [2.495590, 4.671314, -2.017033], [-3.494243, -0.817918, 1.845857], [-3.133048, -1.778129, 1.476015], [0.774958, -4.212419, 1.823521], [-2.598985, 2.521453, 1.591993], [1.596999, -2.721821, -1.561369], [3.492984, 1.870745, -3.662949], [1.717762, -4.408924, -2.923721], [-1.607645, -0.310514, 3.213821], [-3.406024, 0.604876, -0.235329], [-0.931224, -2.294778, -1.802630], [3.019332, 4.053302, -2.732898], [-1.275139, 0.128051, 1.156079], [1.329422, -4.173423, -1.930381], [-1.235000, -0.635951, -3.167603], [0.970264, -2.299647, -0.215644], [-0.764640, -0.206921, 2.541295], [-4.153458, 1.818767, 2.016332], [-4.562395, -0.768323, 1.641394]], "atomic_forces_ev_per_a": [[0.0, 0.0, 0.0], [0.0, 0.0, 0.1], [0.0, 0.0, 0.0], [0.2, 0.0, 0.2], [0.0, 0.0, 0.0], [0.0, 0.0, 0.0], [0.0, 0.0, 0.0], [0.0, 0.0, 0.0], [0.0, 0.0, 0.0], [-0.1, -0.2, -0.3], [0.0, -0.1, 0.0], [0.0, 0.0, 0.0], [-0.1, -0.1, 0.0], [-0.1, 0.0, 0.0], [0.0, 0.0, 0.0], [0.0, 0.0, 0.0], [0.0, 0.0, 0.0], [0.0, -0.1, 0.0], [0.0, 0.0, 0.0], [0.0, 0.0, 0.0], [-0.2, 0.0, -0.1], [0.0, 0.0, 0.0], [0.2, 0.4, 0.0], [0.0, 0.0, 0.0], [0.0, 0.0, 0.0], [0.0, 0.0, 0.0], [0.0, 0.0, 0.0], [0.0, 0.0, 0.0], [0.0, 0.0, 0.0], [0.0, 0.0, 0.0], [0.0, 0.0, 0.0], [0.0, 0.0, 0.0], [-0.1, 0.0, 0.0], [0.0, 0.0, 0.0], [0.0, 0.0, 0.0], [0.0, 0.0, 0.0], [0.0, 0.0, 0.0], [0.0, 0.0, 0.0], [0.1, -0.1, 0.1], [0.0, 0.0, 0.0], [0.0, 0.0, 0.0], [-0.3, -0.3, 0.3], [0.0, 0.0, 0.0], [0.0, 0.0, 0.0], [0.0, 0.0, 0.0], [0.0, 0.0, 0.0], [0.0, 0.0, 0.0], [0.1, 0.3, 0.0], [0.4, -0.3, -0.4], [0.0, 0.0, 0.1], [0.0, 0.0, 0.0], [0.0, 0.1, -0.1], [0.0, 0.0, 0.0], [0.0, 0.0, 0.0], [0.0, 0.0, 0.0], [0.0, 0.0, 0.0], [0.0, 0.0, 0.0], [0.0, 0.0, 0.0], [0.0, -0.1, 0.0], [0.0, 0.0, 0.0], [0.0, 0.1, 0.0], [0.0, 0.0, 0.0], [0.0, 0.0, 0.0], [0.0, 0.0, 0.0], [0.0, 0.0, 0.0], [0.0, 0.0, 0.0], [0.0, 0.0, 0.0], [0.0, 0.0, 0.0], [0.0, -0.1, 0.1], [0.0, 0.0, 0.0], [0.0, 0.0, 0.0], [0.0, 0.0, 0.0], [0.0, 0.0, 0.0], [0.1, 0.0, 0.0], [0.0, 0.0, 0.0], [-0.1, 0.0, 0.0], [0.0, 0.0, 0.0], [0.0, 0.0, 0.0], [0.0, 0.0, 0.0], [0.0, 0.0, 0.0], [0.0, 0.0, 0.0], [0.0, 0.0, 0.0]], "total_charge": 2, "gap_ev": [5.801, 6.089], "spin_multiplicity": 2, "relative_energy_ev": 0.658}